Entry 1:
11
Properties=species:S:1:pos:R:3:lowdin_charge:R:1 method="wB97M-V/def2-TZVPD" smiles=Nc1ccn[nH]1 spin_multiplicity=1 relative_energy_kj_mol=144.5 lumo_ha=0.03308 max_force_ev_per_a=1.851 charge=0 energy_ha=-281.535031
N -1.83645 -0.05159 0.27661 0.094
C -0.45283 0.07716 0.05474 -0.401
C 0.46619 -0.92812 -0.13512 -0.068
C 1.72402 -0.27819 0.00161 -0.173
N 1.57593 1.02692 0.15516 0.018
N 0.24103 1.22736 0.15855 0.020
H -1.98953 -0.92047 0.78106 0.084
H -2.42057 -0.05216 -0.55033 0.081
H 0.09724 -1.56346 -0.91872 0.098
H 2.72276 -0.69823 0.09085 0.096
H -0.12780 2.16081 0.08560 0.152



Entry 2:
8
Properties=species:S:1:pos:R:3:lowdin_charge:R:1 method="wB97M-V/def2-TZVPD" smiles="O=CN(Cl)SS" spin_multiplicity=1 relative_energy_kj_mol=64.2 lumo_ha=0.00818 max_force_ev_per_a=3.567 charge=0 energy_ha=-1425.804076
C 2.11879 -1.27975 0.24942 -0.335
N 1.25657 -0.03039 0.24329 -0.941
O 3.23513 -1.13079 -0.11570 0.025
S -1.51728 0.94675 -0.42868 0.274
S -0.14477 0.38426 1.04217 0.398
Cl 2.14934 1.36330 -0.28351 0.595
H 1.65436 -2.10618 0.77802 0.127
H -1.41474 2.35324 -0.22549 -0.143



Entry 3:
18
Properties=species:S:1:pos:R:3:lowdin_charge:R:1 method="wB97M-V/def2-TZVPD" spin_multiplicity=1 relative_energy_kj_mol=94.2 lumo_ha=-0.20919 max_force_ev_per_a=7.029 charge=+1 energy_ha=-557.654862
C 0.80493 -1.81960 2.08958 -0.179
C 0.75001 -1.08350 -1.30481 -0.141
C -1.89272 1.37600 -1.53020 -0.060
C 0.22400 0.88835 1.14554 -0.252
N 1.23838 2.73247 0.05878 0.336
N 0.74858 1.86429 0.58412 -0.161
Si 0.42138 -0.80939 0.54822 0.986
H 1.74404 -2.37413 1.94052 0.046
H 0.98289 -1.12138 3.01407 0.090
H 0.01945 -2.58349 2.32784 0.056
H -0.22682 -1.45455 -1.71204 0.064
H 1.01160 -0.26619 -1.92098 0.035
H 1.45996 -1.79188 -1.50824 0.004
H -1.72136 0.48310 -2.19969 0.031
H -2.52468 2.28156 -1.82935 0.065
H -0.93668 1.80331 -1.35163 -0.047
H 0.16563 0.99313 2.21786 0.093
H -2.26862 0.88189 -0.56959 0.033



Entry 4:
5
Properties=species:S:1:pos:R:3:lowdin_charge:R:1 method="wB97M-V/def2-TZVPD" spin_multiplicity=1 relative_energy_kj_mol=79.7 lumo_ha="0.04685 / 0.04687" max_force_ev_per_a=2.408 charge=-1 energy_ha=-1270.410234
O 1.92959 -1.46089 0.49818 -0.640
S 1.95487 1.40245 0.25291 0.136
S -2.43178 0.39255 -0.97824 -0.306
S 1.10790 -0.30213 -0.00182 0.359
H -2.56058 -0.03198 0.22896 -0.549



Entry 5:
65
Properties=species:S:1:pos:R:3:lowdin_spin:R:1 method="wB97M-V/def2-TZVPD" spin_multiplicity=3 relative_energy_kj_mol=187.8 lumo_ha="-0.51158 / -0.54651" max_force_ev_per_a=12.722 charge=+4 energy_ha=-2133.655398
P 3.69679 -0.43516 0.33542 0.164
C 4.10560 -0.53491 2.05573 0.016
H 5.17166 -0.29999 2.17638 0.005
H 3.90095 -1.54035 2.43835 0.000
H 3.49150 0.18580 2.60470 0.002
C 3.71167 -1.99356 -0.52507 0.025
H 3.36379 -1.89919 -1.56300 0.000
H 3.06099 -2.71222 -0.00750 0.000
H 4.75141 -2.36224 -0.52266 0.009
C 4.64039 0.75417 -0.60035 0.020
H 5.69254 0.42977 -0.61439 0.008
H 4.55609 1.74326 -0.12829 0.000
H 4.26054 0.81619 -1.62935 0.000
P -0.89029 2.89962 -0.75608 0.000
C -0.79452 3.24968 1.02046 0.000
H -1.17782 4.26213 1.21600 0.000
H 0.24129 3.15828 1.35999 0.000
H -1.38650 2.50438 1.56050 0.000
C 0.09675 4.18804 -1.57495 0.000
H 0.01370 4.08431 -2.66370 0.000
H 1.15038 4.04378 -1.29945 0.000
H -0.25775 5.17755 -1.24562 0.000
C -2.62748 3.19948 -1.20695 0.001
H -2.83223 4.28113 -1.17106 0.000
H -3.27444 2.65257 -0.50713 0.000
H -2.81482 2.81248 -2.21511 0.000
P -2.81700 -2.36306 0.35986 0.156
C -3.37966 -2.43417 2.03940 0.016
H -4.23620 -3.12060 2.08634 0.006
H -3.67680 -1.43217 2.36594 0.001
H -2.58184 -2.79649 2.69653 0.000
C -4.10622 -2.11968 -0.84882 0.019
H -4.90883 -2.84481 -0.64044 0.007
H -3.73131 -2.25010 -1.87348 0.000
H -4.48292 -1.09326 -0.73974 0.001
C -1.81397 -3.74654 -0.14257 0.022
H -2.48583 -4.51216 -0.56287 0.007
H -1.27184 -4.16562 0.71636 0.000
H -1.08463 -3.45060 -0.90934 0.002
W -0.04828 0.17409 -1.89102 0.116
C 1.77012 0.22237 -0.07877 0.206
O 1.48663 0.94066 0.87509 0.455
C -1.64208 -0.73589 -0.13741 0.206
O -1.78524 0.08056 0.77520 0.461
C -1.38007 -0.00174 -3.39042 0.019
C -0.79184 -1.26049 -3.08113 0.008
C 0.62057 -1.37539 -3.00882 0.003
C 1.45514 -0.23434 -3.15158 0.004
C 0.86489 1.02218 -3.46835 0.025
C -0.54907 1.13748 -3.56688 0.003
H -2.45769 0.09692 -3.43155 0.003
H -1.40111 -2.12424 -2.87288 0.001
H 1.06604 -2.32949 -2.75204 0.001
H 2.51716 -0.33661 -3.01454 0.001
H 1.48585 1.90030 -3.57330 0.002
H -0.98890 2.10431 -3.74619 0.000
N 0.86581 -2.80101 1.91960 0.000
C 0.98888 -3.24748 3.19737 -0.001
C 0.58964 -2.18754 3.99220 0.000
C 0.25033 -1.14367 3.11823 0.000
N 0.41526 -1.54274 1.83971 0.000
H 1.06181 -3.30599 1.05563 0.000
H 1.31799 -4.24478 3.44225 0.000
H 0.53559 -2.16506 5.06734 0.000
H -0.09458 -0.15354 3.36781 0.000



Entry 6:
7
Properties=species:S:1:pos:R:3:lowdin_charge:R:1 method="wB97M-V/def2-TZVPD" spin_multiplicity=1 relative_energy_kj_mol=178.4 lumo_ha="0.06055 / 0.06052" max_force_ev_per_a=1.837 charge=-1 energy_ha=-434.245187
O 1.71617 1.01409 -0.72672 -0.176
H 2.70851 -0.94352 -0.87365 0.049
C 1.16985 0.01775 -0.24081 -0.519
O 1.83546 -1.16783 -0.50061 -0.123
O -2.69732 0.25875 0.25213 -1.186
Na -3.71816 0.68994 2.25415 0.495
Li -1.01450 0.13083 -0.16450 0.459